Entry from OMol25: a structure of composition C14H19ClFe at a distorted geometry (wB97M-V/def2-TZVPD).

```
35
Properties=species:S:1:pos:R:3:forces:R:3
C -2.328 -1.402 -0.987 -1.66 1.85 0.39
C -1.612 -1.526 -2.206 -0.97 0.70 -0.08
C -1.393 -0.238 -2.768 -0.48 0.00 1.85
H -1.365 -2.468 -2.672 0.11 -0.01 0.04
C -1.800 0.747 -1.816 -1.19 -0.63 -0.72
C -2.502 0.114 -0.741 -0.52 -2.03 -0.42
H -2.915 0.565 0.210 0.25 -0.45 -1.49
H -2.656 -2.196 -0.263 0.29 0.87 -1.17
H -1.034 -0.036 -3.752 0.47 0.09 -0.32
H -1.753 1.823 -1.959 0.15 -0.17 0.05
Fe -0.802 -0.563 0.124 2.00 -0.63 -0.36
Cl 0.111 -2.506 0.519 0.69 -1.52 0.63
C 2.497 -0.253 -0.683 -0.70 -1.91 -1.79
C 2.113 0.987 -1.284 -1.36 -0.11 -3.62
C 1.649 0.700 -2.616 1.09 1.56 2.83
H 2.035 1.931 -0.783 0.13 0.27 0.00
C 1.762 -0.704 -2.831 0.58 -0.58 2.03
C 2.275 -1.296 -1.627 0.10 1.77 -0.15
H 2.349 -2.335 -1.428 0.12 -0.56 0.09
H 2.740 -0.384 0.340 0.33 -0.14 0.67
H 1.199 1.422 -3.278 0.06 -0.01 -0.08
H 1.400 -1.247 -3.679 0.00 -0.14 -0.33
C 1.067 -0.233 2.955 -0.31 0.57 1.07
C -0.268 0.332 2.449 0.48 0.11 0.16
C -0.834 1.369 3.375 -1.02 -0.47 0.54
C -0.125 0.971 1.097 0.95 1.06 -0.56
H 1.814 0.572 3.039 -0.19 -0.09 -0.04
H 1.467 -1.006 2.329 0.06 -0.38 -0.49
H 0.938 -0.668 3.968 0.07 0.18 -0.41
H -0.964 -0.524 2.376 -0.07 0.05 0.41
H -0.172 2.206 3.443 0.53 0.62 0.07
H -1.792 1.731 2.986 0.09 0.01 0.06
H -1.014 0.972 4.367 -0.07 -0.05 0.57
H -0.930 1.670 0.831 0.16 0.25 0.47
H 0.839 1.472 0.967 -0.19 -0.07 0.10
```
Positions in Å, forces in eV/Å.

Output
Gap between HOMO and LUMO (spin up / spin down) ... 6.4 / 5.5 eV
⟨S²⟩ ... 8.798
Charge ... -1
2S+1 ... 6

Entry from OMol25: a cluster of 13 separate species, C6H41N2O12 in total at a distorted geometry (wB97M-V/def2-TZVPD).

```
61
Properties=species:S:1:pos:R:3:forces:R:3
N -0.152 2.219 -1.183 1.16 -0.44 0.17
C -1.034 1.061 -0.798 0.22 -0.36 -0.71
C -0.161 -0.096 -0.270 0.14 -0.48 -0.64
C 0.897 0.354 0.728 0.40 0.47 -0.15
C -1.058 -1.158 0.348 -0.80 -0.39 0.44
C -2.120 1.551 0.175 -0.34 0.31 -0.59
N -3.425 1.141 -0.369 -0.37 -0.43 0.89
C -4.282 0.427 0.605 0.70 -0.56 -0.05
H 0.144 2.721 -0.324 -0.26 0.01 -0.34
H -0.628 2.858 -1.809 -0.09 0.18 0.04
H 0.790 1.888 -1.658 -0.77 0.14 0.20
H -1.525 0.689 -1.735 0.30 0.53 0.80
H 0.324 -0.611 -1.147 -0.29 0.72 0.58
H 1.334 -0.508 1.205 0.27 -0.44 0.12
H 0.448 0.920 1.549 -0.01 0.14 -0.08
H 1.734 0.939 0.283 -0.68 -0.34 0.33
H -1.968 -1.371 -0.227 0.20 0.27 -0.08
H -1.381 -0.937 1.376 0.11 0.25 -0.25
H -0.570 -2.116 0.430 0.50 -0.27 -0.12
H -1.948 1.102 1.156 -0.17 0.10 -0.05
H -2.038 2.655 0.320 -0.13 -0.63 -0.12
H -3.969 1.921 -0.721 0.32 0.03 0.04
H -3.842 -0.545 0.928 -0.02 0.67 -0.46
H -4.419 0.996 1.528 -0.41 0.10 -0.05
H -5.213 0.171 0.103 -0.16 0.24 0.26
H 1.150 0.162 5.775 0.02 -0.01 -0.20
H 0.968 -0.825 4.605 0.08 -0.27 -0.16
O 0.938 0.120 4.834 -0.03 0.33 0.40
H -2.121 -2.282 -3.175 0.16 0.12 -0.21
H -3.088 -1.138 -2.834 0.41 -0.05 -0.78
O -2.493 -1.450 -3.549 -0.63 0.05 1.07
H -1.052 -0.746 -4.353 -0.52 -0.02 0.20
H 0.035 0.324 -4.130 -0.07 -0.20 -0.26
O -0.170 -0.471 -4.641 0.55 0.43 -0.04
H 3.827 3.232 0.348 -0.38 0.04 -0.01
H 2.246 3.306 0.547 0.48 0.04 0.10
O 2.973 3.081 -0.077 0.10 -0.02 -0.07
H -1.119 -4.287 -3.291 -0.08 0.21 0.39
H -0.119 -3.186 -2.969 0.32 0.15 0.27
O -0.981 -3.545 -2.679 -0.23 -0.56 -0.46
H 2.987 -1.615 -1.101 0.08 0.07 0.09
H 4.052 -1.123 -2.107 -0.13 -0.01 0.08
O 3.132 -1.000 -1.830 0.44 -0.14 0.06
H 1.494 -2.969 3.488 0.01 -0.42 -0.23
H 0.697 -3.174 4.820 -0.18 -0.40 0.05
O 1.219 -2.558 4.315 0.04 0.90 0.39
H 0.885 -1.742 -4.003 -0.03 0.41 -0.23
H 2.051 -1.881 -2.974 -0.39 -0.17 -0.30
O 1.349 -2.375 -3.432 0.30 -0.35 0.26
H 0.712 4.569 1.706 0.09 -0.58 -0.33
H 0.700 3.165 2.362 -0.13 0.31 -0.80
O 0.809 3.626 1.467 -0.23 0.27 1.03
H 2.686 2.099 -1.513 -0.18 -0.11 -0.42
H 2.551 0.666 -2.076 -0.07 -0.25 -0.04
O 2.208 1.563 -2.199 0.22 0.58 0.40
H 0.472 1.638 4.206 -0.03 0.39 -0.32
H -0.595 2.736 4.391 0.09 0.14 -0.20
O 0.185 2.528 3.864 0.03 -0.60 0.34
H 2.296 -4.772 2.226 0.08 0.63 0.09
H 1.219 -4.075 1.438 0.33 0.36 0.30
O 1.955 -3.874 2.049 -0.37 -1.08 -0.64
```
Positions in Å, forces in eV/Å.

Output
Gap between HOMO and LUMO ... 9.6 eV
Relative energy (zero: lowest compared OMol25 entry of this formula, charge and spin) ... 0.0 kcal/mol
Charge ... +1

Entry from OMol25: a cluster of 2 separate species, CH6NO in total (wB97M-V/def2-TZVPD).

```
9
Properties=species:S:1:pos:R:3:forces:R:3
N -1.599 0.596 -0.173 0.19 0.14 -0.24
H -1.514 1.498 -0.646 -0.05 -0.01 0.01
H -0.778 0.466 0.436 -0.07 -0.08 0.03
H -1.521 -0.148 -0.871 -0.15 -0.02 0.01
H -2.492 0.550 0.315 0.07 -0.08 0.10
O 0.791 -0.643 0.096 0.10 0.23 0.11
C 1.989 -0.737 0.235 0.03 -0.24 0.03
H 2.451 -1.695 0.507 -0.03 -0.07 -0.03
H 2.672 0.111 0.100 -0.09 0.14 -0.02
```
Positions in Å, forces in eV/Å.

Output
Gap between HOMO and LUMO ... 10.9 eV
Relative energy (zero: lowest compared OMol25 entry of this formula, charge and spin) ... 4.4 kcal/mol
Charge ... +1

Entry from OMol25: a cluster of 2 separate species, C5H14 in total at a distorted geometry (wB97M-V/def2-TZVPD).

```
19
Properties=species:S:1:pos:R:3:forces:R:3
C -2.690 -2.410 1.409 0.85 -0.68 -2.78
C -1.492 -1.623 1.061 3.19 -1.66 -1.38
H -2.488 -2.858 2.315 -0.68 -0.62 2.39
H -3.568 -1.884 1.148 -1.34 0.64 0.76
H -2.780 -3.295 0.714 0.29 0.60 0.31
H -1.031 -0.876 1.661 -0.22 0.81 1.72
H -0.570 -2.338 0.996 -1.27 0.72 0.19
H -1.440 -1.129 0.120 -0.78 0.21 -1.24
C 1.199 1.541 -0.309 0.54 -0.48 1.67
C 1.850 0.159 -0.638 -0.06 0.34 1.08
C 1.197 2.547 -1.543 0.19 -0.96 -0.49
H 0.224 1.340 0.177 0.35 -0.16 -0.09
H 1.781 2.082 0.507 -0.81 0.00 -0.84
H 2.778 0.225 -1.160 0.77 0.61 -0.23
H 1.995 3.218 -1.326 0.22 0.93 -0.27
H 1.306 2.146 -2.567 0.01 -0.14 0.66
H 0.152 2.989 -1.517 0.60 -0.38 0.53
H 2.004 -0.509 0.338 -0.76 1.56 -1.25
H 1.246 -0.400 -1.289 -1.08 -1.35 -0.72
```
Positions in Å, forces in eV/Å.

Output
Gap between HOMO and LUMO (spin up / spin down) ... 11.9 / 2.8 eV
Relative energy (zero: lowest compared OMol25 entry of this formula, charge and spin) ... 36.3 kcal/mol
⟨S²⟩ ... 0.753
Charge ... +1
2S+1 ... 2

Entry from OMol25: a structure of composition C41H50N2O4P2ReSSe4 at a distorted geometry (wB97M-V/def2-TZVPD).

```
105
Properties=species:S:1:pos:R:3:forces:R:3
Re -0.311 0.233 -0.031 0.38 -2.42 -0.75
Se -1.152 0.921 -2.358 -0.65 -0.21 -0.38
Se -1.903 2.980 -2.706 0.14 0.39 -0.08
Se 1.858 3.042 -2.346 0.21 0.28 -0.02
Se 1.274 0.965 -1.844 0.70 0.15 -0.33
C -2.442 2.935 0.882 -0.02 -0.13 0.03
P -0.720 2.378 0.983 -0.12 0.69 0.18
C 0.218 3.807 0.406 -0.15 0.03 0.23
C -0.382 2.313 2.781 -0.16 -0.25 -0.03
C -0.649 0.892 3.261 0.10 0.11 -0.08
P 0.497 -0.293 2.276 -0.28 0.30 0.81
C -0.175 -1.740 3.179 0.06 -0.09 -0.17
C 1.985 0.318 3.161 0.01 0.01 -0.22
H -2.528 3.889 1.405 -0.03 0.01 0.00
H -3.111 2.200 1.328 0.01 0.02 0.05
H -2.695 3.066 -0.172 -0.01 0.00 0.02
H 0.103 4.603 1.144 -0.05 0.01 0.02
H -0.166 4.129 -0.560 0.02 -0.02 -0.05
H 1.268 3.557 0.286 0.05 0.01 0.02
H -1.023 3.055 3.260 0.03 0.09 0.01
H 0.657 2.605 2.944 0.02 0.04 0.02
H -1.689 0.636 3.041 -0.02 -0.04 0.05
H -0.502 0.793 4.341 0.04 0.01 -0.03
H 0.239 -1.736 4.190 -0.05 -0.02 0.00
H 0.069 -2.679 2.690 0.00 -0.02 0.01
H -1.259 -1.638 3.245 0.03 0.02 0.04
H 1.716 0.619 4.174 0.03 0.00 -0.01
H 2.394 1.182 2.636 0.01 0.00 0.01
H 2.751 -0.449 3.188 0.04 -0.01 0.00
C 1.627 -6.663 0.254 0.02 0.02 -0.01
C 0.973 -5.427 0.849 -0.04 -0.08 0.00
C 0.150 -5.764 2.082 0.01 0.04 -0.06
O 0.148 -4.814 -0.134 -0.10 0.07 -0.29
C 0.518 -3.433 -0.256 0.01 0.04 0.15
C 1.990 -3.470 0.175 0.10 -0.14 -0.11
O 1.938 -4.469 1.199 0.04 0.23 0.17
C 2.618 -2.160 0.721 -0.24 -0.03 0.31
O 1.523 -1.303 1.081 0.51 -0.02 -0.15
C 3.468 -1.446 -0.337 -0.14 0.09 -0.08
C 3.860 -0.136 -0.052 -0.03 -0.01 0.03
C 4.724 0.556 -0.878 -0.05 0.07 -0.08
C 5.187 -0.033 -2.050 -0.05 0.03 0.01
C 4.797 -1.324 -2.352 0.05 -0.02 -0.02
C 3.963 -2.034 -1.492 0.02 -0.05 0.00
C 3.553 -2.476 1.927 -0.07 0.05 0.00
C 4.937 -2.320 1.854 -0.12 -0.08 0.01
C 5.754 -2.568 2.953 -0.01 0.00 -0.06
C 5.209 -2.984 4.153 0.00 0.00 0.03
C 3.834 -3.158 4.243 -0.04 -0.01 -0.04
C 3.025 -2.912 3.146 0.09 0.06 0.01
C 0.091 -2.797 -1.611 -0.01 -0.07 -0.10
O 0.013 -1.415 -1.424 -0.44 0.27 0.89
C 1.060 -3.091 -2.770 0.09 -0.04 0.12
C 1.312 -2.101 -3.710 0.05 0.01 -0.18
C 2.181 -2.329 -4.770 -0.04 -0.01 0.04
C 2.814 -3.555 -4.908 -0.01 0.01 0.05
C 2.550 -4.561 -3.987 -0.01 0.00 0.00
C 1.674 -4.333 -2.934 -0.06 0.04 -0.03
C -1.285 -3.373 -2.084 0.05 0.02 0.03
C -2.334 -2.497 -2.332 -0.19 0.04 0.02
C -3.567 -2.940 -2.802 0.00 -0.11 -0.02
C -3.782 -4.289 -3.034 -0.01 0.11 0.02
C -2.743 -5.181 -2.801 0.10 0.00 0.02
C -1.511 -4.733 -2.347 0.00 0.06 0.01
H 0.866 -7.340 -0.136 0.05 0.01 0.01
H 2.203 -7.172 1.029 -0.02 -0.02 -0.05
H 2.306 -6.380 -0.552 -0.04 0.00 0.03
H -0.530 -6.586 1.854 0.01 0.01 0.06
H -0.435 -4.893 2.384 0.05 -0.02 0.03
H 0.810 -6.057 2.900 -0.05 0.00 -0.03
H -0.024 -2.856 0.497 -0.03 0.04 0.06
H 2.606 -3.848 -0.637 -0.05 -0.09 0.02
H 3.491 0.333 0.850 -0.01 0.01 0.03
H 5.018 1.566 -0.625 -0.04 0.02 -0.02
H 5.828 0.522 -2.724 0.01 -0.03 0.03
H 5.141 -1.798 -3.264 -0.02 0.00 0.03
H 3.723 -3.055 -1.758 0.03 0.13 -0.06
H 5.398 -1.998 0.933 0.03 0.01 -0.03
H 6.824 -2.429 2.859 -0.02 -0.01 0.00
H 5.844 -3.174 5.011 -0.02 0.01 -0.03
H 3.386 -3.494 5.171 0.01 0.02 -0.02
H 1.965 -3.059 3.245 -0.07 -0.02 -0.03
H 0.832 -1.139 -3.615 -0.02 -0.04 0.04
H 2.359 -1.534 -5.486 0.02 -0.04 0.03
H 3.503 -3.732 -5.725 -0.03 0.01 0.00
H 3.025 -5.530 -4.089 -0.01 0.02 0.01
H 1.477 -5.132 -2.232 -0.01 0.00 0.01
H -2.212 -1.448 -2.138 0.15 0.13 0.00
H -4.349 -2.215 -2.995 0.01 -0.03 0.03
H -4.737 -4.643 -3.404 0.03 0.02 0.01
H -2.885 -6.240 -2.990 0.02 0.04 0.00
H -0.727 -5.455 -2.194 0.07 0.00 0.00
C -4.384 -1.368 3.147 0.01 0.02 -0.01
N -3.782 -2.382 2.296 -0.08 0.03 0.07
C -3.934 -3.754 2.433 -0.09 0.15 0.10
C -3.217 -4.328 1.450 0.11 -0.03 -0.08
N -2.638 -3.303 0.735 0.02 -0.24 -0.09
C -2.985 -2.114 1.238 0.08 -0.13 0.26
S -2.654 -0.528 0.695 -0.07 0.38 -0.27
H -5.141 -1.838 3.767 0.00 -0.04 0.01
H -4.842 -0.597 2.533 -0.03 -0.02 -0.02
H -3.630 -0.902 3.780 0.04 -0.01 0.01
H -4.542 -4.189 3.208 0.04 0.06 -0.03
H -3.061 -5.362 1.194 0.01 0.08 -0.02
H -2.128 -3.428 -0.133 0.08 0.04 -0.12
```
Positions in Å, forces in eV/Å.

Output
Gap between HOMO and LUMO (spin up / spin down) ... 6.3 / 5.6 eV
Relative energy (zero: lowest compared OMol25 entry of this formula, charge and spin) ... 61.9 kcal/mol
⟨S²⟩ ... 3.807
2S+1 ... 4

Entry from OMol25: a cluster of 2 separate species, C3H9NO2S2 in total at a distorted geometry (wB97M-V/def2-TZVPD).

```
17
Properties=species:S:1:pos:R:3:forces:R:3
N 0.863 0.075 -0.459 -0.08 -0.34 -0.21
C -0.365 -0.399 0.116 -1.01 -1.17 -0.36
C -1.275 0.743 0.540 0.66 -0.91 1.53
O -0.814 1.820 0.802 -0.31 0.67 -0.36
C -0.161 -1.512 1.190 0.41 0.05 0.11
S 0.624 -3.036 0.471 0.26 0.29 0.54
S -0.268 -3.356 -1.318 -0.63 -0.44 0.20
H 1.113 1.032 -0.258 -0.19 0.02 0.19
H 1.642 -0.558 -0.341 -0.07 0.07 0.06
H -0.970 -0.998 -0.595 0.16 0.63 -0.46
H -2.341 0.498 0.793 0.42 0.06 -0.50
H -1.004 -1.921 1.772 -0.04 0.85 -0.48
H 0.610 -1.155 1.871 -0.01 -0.11 0.29
H 0.686 -2.811 -2.038 0.43 0.42 -0.61
O 0.971 3.800 -0.997 -1.32 0.24 0.55
H 0.561 3.781 -0.116 0.85 -0.29 0.34
H 0.128 3.996 -1.433 0.47 -0.04 -0.85
```
Positions in Å, forces in eV/Å.

Output
Gap between HOMO and LUMO ... 9.7 eV
Relative energy (zero: lowest compared OMol25 entry of this formula, charge and spin) ... 36.0 kcal/mol